No. 1
This record from the Open Molecules 2025 dataset describes 8 unconnected molecules or ions with the total composition C41H97FNO11P at a distorted geometry. The level of theory is ωB97M-V with the def2-TZVPD basis set.

Element x y z (Å)
C (-3.132, 4.224, -3.764)
O (-2.568, 2.959, -4.050)
C (-3.480, 1.931, -4.375)
C (-3.627, 0.897, -3.253)
C (-3.585, 1.476, -1.836)
C (-3.456, 0.347, -0.792)
C (-1.993, 0.031, -0.418)
C (-1.675, 0.170, 1.081)
C (-0.585, -0.780, 1.608)
C (-1.156, -2.102, 2.135)
C (-1.769, -2.979, 1.043)
C (-1.904, -4.448, 1.432)
C (-2.520, -5.284, 0.293)
C (-1.608, -6.360, -0.307)
C (-0.215, -5.891, -0.583)
O (0.700, -5.959, 0.173)
O (-0.110, -5.374, -1.840)
C (1.055, -4.698, -2.220)
F (2.115, -5.587, -2.265)
C (1.425, -3.505, -1.361)
C (2.777, -2.922, -1.786)
C (3.001, -1.451, -1.430)
C (1.954, -0.470, -1.961)
C (2.172, -0.093, -3.425)
N (3.300, 0.840, -3.533)
P (0.699, -4.172, -4.000)
O (-0.585, -4.642, -4.555)
H (-2.860, 4.933, -4.552)
H (-4.220, 4.180, -3.680)
H (-2.745, 4.595, -2.811)
H (-3.102, 1.429, -5.271)
H (-4.461, 2.345, -4.636)
H (-2.815, 0.167, -3.337)
H (-4.576, 0.368, -3.372)
H (-2.732, 2.145, -1.726)
H (-4.491, 2.056, -1.638)
H (-4.016, 0.618, 0.106)
H (-3.928, -0.552, -1.201)
H (-1.342, 0.718, -0.966)
H (-1.738, -0.977, -0.754)
H (-1.362, 1.201, 1.264)
H (-2.581, 0.009, 1.675)
H (0.138, -0.997, 0.814)
H (-0.060, -0.284, 2.426)
H (-1.918, -1.868, 2.885)
H (-0.369, -2.668, 2.644)
H (-1.153, -2.905, 0.140)
H (-2.762, -2.597, 0.779)
H (-2.533, -4.524, 2.323)
H (-0.923, -4.840, 1.714)
H (-3.406, -5.804, 0.658)
H (-2.855, -4.611, -0.500)
H (-1.531, -7.227, 0.350)
H (-2.037, -6.687, -1.257)
H (0.602, -2.788, -1.439)
H (1.484, -3.806, -0.316)
H (2.974, -3.068, -2.855)
H (3.543, -3.507, -1.273)
H (3.109, -1.342, -0.347)
H (3.961, -1.150, -1.859)
H (0.932, -0.835, -1.831)
H (2.011, 0.452, -1.373)
H (2.417, -0.981, -4.015)
H (1.245, 0.339, -3.822)
H (3.123, 1.644, -2.940)
H (3.384, 1.191, -4.480)
H (0.850, -2.773, -3.961)
H (1.841, -4.636, -4.680)
C (-2.565, 6.905, 1.318)
C (-2.883, 6.347, -0.059)
C (-4.067, 7.065, -0.685)
O (-3.118, 4.938, 0.001)
H (-3.421, 6.769, 1.986)
H (-1.713, 6.386, 1.759)
H (-2.345, 7.971, 1.276)
H (-2.009, 6.456, -0.705)
H (-4.960, 6.926, -0.067)
H (-4.283, 6.666, -1.677)
H (-3.882, 8.135, -0.781)
H (-3.886, 4.793, 0.565)
C (-6.952, 11.277, -2.506)
C (-5.953, 10.673, -1.532)
C (-5.370, 11.716, -0.593)
O (-4.914, 9.990, -2.233)
H (-6.462, 12.028, -3.133)
H (-7.360, 10.508, -3.162)
H (-7.776, 11.759, -1.979)
H (-6.446, 9.896, -0.944)
H (-4.833, 12.480, -1.163)
H (-4.666, 11.255, 0.100)
H (-6.153, 12.211, -0.016)
H (-4.445, 10.634, -2.774)
C (-4.850, 9.808, 4.988)
C (-3.685, 9.026, 4.402)
C (-2.527, 8.900, 5.376)
O (-3.247, 9.620, 3.179)
H (-4.534, 10.825, 5.237)
H (-5.667, 9.877, 4.270)
H (-5.224, 9.336, 5.898)
H (-4.026, 8.028, 4.120)
H (-2.136, 9.889, 5.633)
H (-1.712, 8.326, 4.934)
H (-2.834, 8.406, 6.299)
H (-2.942, 10.513, 3.380)
C (2.628, 7.133, 3.549)
C (1.529, 8.023, 4.105)
C (2.074, 9.347, 4.616)
O (0.802, 7.349, 5.131)
H (3.355, 6.896, 4.332)
H (2.212, 6.194, 3.183)
H (3.158, 7.622, 2.731)
H (0.790, 8.215, 3.324)
H (2.784, 9.175, 5.430)
H (1.267, 9.970, 5.002)
H (2.589, 9.895, 3.825)
H (1.412, 7.152, 5.851)
C (3.505, -8.894, -2.395)
C (3.293, -9.171, -0.918)
C (1.876, -9.640, -0.629)
O (3.588, -8.001, -0.155)
H (2.836, -8.096, -2.730)
H (4.526, -8.560, -2.581)
H (3.311, -9.780, -3.002)
H (4.002, -9.930, -0.583)
H (1.159, -8.868, -0.922)
H (1.746, -9.829, 0.437)
H (1.641, -10.553, -1.178)
H (2.966, -7.312, -0.428)
C (7.255, -10.219, -1.316)
C (7.378, -11.439, -2.213)
C (6.032, -12.115, -2.427)
O (8.323, -12.366, -1.680)
H (6.882, -10.507, -0.329)
H (8.226, -9.744, -1.174)
H (6.568, -9.484, -1.737)
H (7.790, -11.142, -3.178)
H (5.625, -12.458, -1.470)
H (6.137, -12.987, -3.073)
H (5.311, -11.431, -2.878)
H (7.999, -12.653, -0.819)
C (5.648, -7.930, 3.469)
C (5.501, -6.482, 3.022)
C (4.313, -5.806, 3.692)
O (5.393, -6.405, 1.608)
H (4.758, -8.500, 3.190)
H (6.508, -8.392, 2.984)
H (5.776, -8.002, 4.551)
H (6.413, -5.935, 3.269)
H (3.387, -6.319, 3.419)
H (4.231, -4.770, 3.363)
H (4.406, -5.822, 4.779)
H (4.599, -6.890, 1.341)

- E_HOMO (eV) = -9.3
- SMILES = COCCCCCCCCCCCCC(=O)O[C@](F)(CCCCCN)[PH2]=O.CC(C)O.CC(C)O.CC(C)O.CC(C)O.CC(C)O.CC(C)O.CC(C)O

No. 2
This record from the Open Molecules 2025 dataset describes a molecular structure, C41H97IN10O15P3 at a distorted geometry. The level of theory is ωB97M-V with the def2-TZVPD basis set.

Element x y z (Å)
C (-2.590, 1.060, 5.277)
O (-1.425, 0.894, 4.464)
C (-0.739, 2.098, 4.344)
C (0.237, 2.155, 3.103)
P (1.059, 3.789, 3.547)
N (2.246, 4.362, 2.701)
O (-0.694, 2.278, 2.034)
C (-0.785, 1.302, 1.001)
N (-1.526, 2.008, -0.026)
C (-2.186, 3.059, 0.269)
C (-3.501, 3.076, 1.044)
C (-1.825, 4.463, -0.219)
P (-1.939, -0.161, 1.551)
P (-3.851, -0.208, 0.542)
O (-3.964, 0.369, -0.790)
O (-4.178, -1.811, 0.366)
O (-5.025, 0.299, 1.516)
C (0.625, 0.768, 0.452)
C (1.158, 1.917, -0.517)
C (1.274, 3.378, -0.097)
N (2.640, 3.950, -0.114)
C (0.507, -0.352, -0.634)
C (-0.749, -0.376, -1.532)
O (-0.926, 0.294, -2.454)
O (-1.703, -1.392, -1.293)
C (-1.288, -2.651, -1.645)
C (-0.202, -2.943, -2.660)
O (-1.791, -3.542, -1.095)
N (1.603, 0.456, 1.588)
I (1.569, -1.712, 2.045)
C (3.080, 0.424, 1.293)
C (4.084, 1.491, 0.870)
C (4.640, 2.564, 1.804)
O (6.051, 2.347, 2.027)
C (1.078, 0.855, 3.018)
N (1.917, 0.497, 4.115)
C (3.116, 1.210, 4.532)
C (1.239, -0.026, 5.284)
C (0.825, -1.496, 5.436)
O (1.034, 0.648, 6.209)
H (-3.285, 1.784, 4.828)
H (-2.268, 1.456, 6.251)
H (-3.046, 0.077, 5.373)
H (-0.247, 2.397, 5.284)
H (-1.468, 2.907, 4.146)
H (1.426, 3.672, 4.913)
H (-0.028, 4.709, 3.554)
H (3.060, 4.481, 3.298)
H (-4.297, 2.614, 0.452)
H (-3.353, 2.412, 1.914)
H (-3.753, 4.067, 1.421)
H (-2.712, 5.096, -0.308)
H (-1.401, 4.360, -1.222)
H (-1.132, 4.932, 0.484)
H (-1.303, -1.342, 1.098)
H (-3.800, -2.305, 1.114)
H (-5.858, -0.080, 1.148)
H (2.107, 1.596, -0.972)
H (0.519, 1.898, -1.404)
H (0.763, 3.995, -0.855)
H (0.813, 3.723, 0.825)
H (2.993, 3.995, -1.063)
H (2.635, 4.856, 0.335)
H (1.322, -0.309, -1.364)
H (0.529, -1.395, -0.301)
H (0.237, -2.072, -3.157)
H (0.574, -3.533, -2.165)
H (-0.589, -3.588, -3.452)
H (3.152, -0.315, 0.484)
H (3.586, -0.110, 2.100)
H (4.992, 0.889, 0.673)
H (3.977, 1.956, -0.109)
H (4.574, 3.536, 1.308)
H (4.186, 2.686, 2.784)
H (6.514, 3.182, 1.901)
H (0.249, 0.145, 3.185)
H (3.431, 0.817, 5.503)
H (3.087, 2.295, 4.676)
H (3.996, 1.014, 3.909)
H (1.554, -2.163, 4.971)
H (-0.133, -1.587, 4.897)
H (0.613, -1.725, 6.476)
C (-3.582, -8.028, -0.047)
C (-3.256, -6.545, 0.105)
C (-3.406, -6.029, 1.546)
O (-4.741, -5.800, 1.957)
C (-5.427, -6.947, 2.428)
N (-4.073, -5.781, -0.838)
H (-4.653, -8.224, -0.002)
H (-3.231, -8.393, -1.013)
H (-3.091, -8.620, 0.729)
H (-2.205, -6.414, -0.175)
H (-2.915, -5.051, 1.602)
H (-2.888, -6.682, 2.262)
H (-4.761, -7.629, 2.965)
H (-5.915, -7.471, 1.604)
H (-6.205, -6.612, 3.114)
H (-3.792, -4.804, -0.792)
H (-5.026, -5.775, -0.481)
C (2.494, -7.976, -6.325)
C (2.768, -6.487, -6.142)
C (2.586, -6.004, -4.693)
O (1.236, -5.832, -4.294)
C (0.590, -7.017, -3.855)
N (1.932, -5.732, -7.080)
H (1.430, -8.210, -6.293)
H (2.866, -8.311, -7.293)
H (2.997, -8.566, -5.555)
H (3.815, -6.316, -6.409)
H (3.041, -5.012, -4.612)
H (3.118, -6.652, -3.984)
H (1.276, -7.682, -3.324)
H (0.132, -7.542, -4.695)
H (-0.211, -6.727, -3.173)
H (2.175, -4.747, -7.019)
H (0.976, -5.767, -6.731)
C (2.001, 4.277, -4.669)
C (3.358, 3.580, -4.672)
C (3.364, 2.236, -5.407)
O (2.784, 1.186, -4.653)
C (1.371, 1.091, -4.740)
N (3.822, 3.422, -3.290)
H (1.292, 3.804, -3.988)
H (2.110, 5.313, -4.347)
H (1.563, 4.285, -5.669)
H (4.056, 4.242, -5.192)
H (4.405, 1.944, -5.568)
H (2.904, 2.311, -6.399)
H (1.003, 1.351, -5.735)
H (0.891, 1.718, -3.985)
H (1.098, 0.056, -4.530)
H (4.763, 3.034, -3.302)
H (3.258, 2.677, -2.881)
C (8.042, 7.203, 3.749)
C (7.225, 6.911, 2.495)
C (5.844, 7.584, 2.488)
O (4.875, 6.942, 3.301)
C (4.912, 7.303, 4.671)
N (7.118, 5.458, 2.324)
H (7.678, 6.655, 4.619)
H (9.081, 6.909, 3.599)
H (8.029, 8.269, 3.985)
H (7.785, 7.312, 1.646)
H (5.449, 7.530, 1.469)
H (5.915, 8.649, 2.739)
H (5.184, 8.353, 4.809)
H (5.602, 6.661, 5.223)
H (3.913, 7.148, 5.083)
H (6.645, 5.268, 1.441)
H (6.461, 5.125, 3.028)
C (-8.980, -0.481, -1.859)
C (-7.542, -0.988, -1.916)
C (-7.393, -2.340, -2.629)
O (-7.784, -3.459, -1.853)
C (-9.172, -3.741, -1.867)
N (-6.996, -1.035, -0.556)
H (-9.584, -1.025, -1.133)
H (-8.998, 0.570, -1.566)
H (-9.462, -0.561, -2.835)
H (-6.965, -0.254, -2.486)
H (-6.330, -2.491, -2.841)
H (-7.909, -2.340, -3.597)
H (-9.623, -3.521, -2.838)
H (-9.688, -3.187, -1.079)
H (-9.298, -4.804, -1.660)
H (-6.017, -1.297, -0.616)
H (-7.428, -1.829, -0.086)

- E_HOMO (eV) = -10.4
- charge = +1

no.,E_tot (Eh)
1,-2943.95606
2,-4617.71938